Computed, not measured: an isolated molecule of C3H7NO2, with ωB97M-V/def2-TZVPD.

The value obtained for the relative energy (zero: lowest compared OMol25 entry of this formula, charge and spin) is 3.26 kcal per mole. As for the HOMO-LUMO gap: 11.3435 eV. The total energy is -8810.3876 eV. As for the SMILES: CCOC(N)=O.

Geometry as ORCA input:
```
! wB97M-V def2-TZVPD RIJCOSX def2/J DEFGRID3
* xyz 0 1
C -1.724 0.225 0.259
C -0.863 -0.364 -0.842
O 0.460 0.188 -0.783
C 1.248 -0.317 0.190
N 2.399 0.410 0.284
O 0.982 -1.286 0.870
H -1.767 1.317 0.183
H -1.306 -0.054 1.229
H -2.744 -0.163 0.207
H -0.808 -1.454 -0.766
H -1.226 -0.096 -1.836
H 2.937 0.258 1.120
H 2.412 1.337 -0.113
*
```